The following is a quantum chemistry calculation of a cluster of 2 separate species, C6H6F3NOS in total in a non-equilibrium geometry, from OMol25.

Structure (ORCA input):
```
! RIJCOSX wB97M-V def2-TZVPD def2/J DEFGRID3
* xyz 0 1
C 1.21 0.65 -1.57
C 0.71 1.33 -0.35
C -0.49 0.47 0.17
C -2.41 -1.15 0.07
C -0.48 -0.77 0.93
C 0.47 -0.77 1.96
H -0.79 0.43 -2.28
H 2.15 1.27 -1.76
H 1.40 -0.53 -1.42
H 0.53 2.35 -0.58
H 1.58 1.42 0.43
H -3.21 -1.84 -0.20
N -1.53 -1.60 0.94
O 0.38 0.88 -2.75
F 1.69 -1.45 1.63
F -0.13 -1.60 3.06
F 0.99 0.52 2.39
S -2.08 0.38 -0.69
*
```

Computed properties:
**LUMO level**: -0.61 eV
**Energy relative to the best compared isomer or geometry (same formula, charge and spin)**: 76.2 kcal per mole
**HOMO-LUMO gap**: 9.468 eV

=====

The following is a quantum chemistry calculation of a cluster of 2 separate species, C6H6F5NO in total in a non-equilibrium geometry, from OMol25.

Structure (ORCA input):
```
! RIJCOSX wB97M-V def2-TZVPD def2/J DEFGRID3
* xyz 0 1
F -0.78 -2.86 1.27
C 0.17 -1.92 0.94
F 0.67 -2.25 -0.26
O -0.54 -0.65 0.78
C -1.61 -0.58 -0.09
C -2.26 0.75 0.06
F -2.71 0.87 1.42
F -3.33 0.87 -0.69
F -1.52 1.81 -0.18
H 0.93 -1.60 1.65
H -2.39 -1.39 0.19
H -1.21 -0.84 -1.13
C 1.75 1.95 -1.16
C 2.02 0.78 -0.74
C 2.62 0.40 0.52
N 3.05 -0.12 1.42
H 1.25 2.08 -2.10
H 1.79 2.77 -0.50
H 2.10 -0.05 -1.40
*
```

Computed properties:
**LUMO level**: 0.47 eV
**Structure (SMILES)**: FC(F)OCC(F)(F)F.C=CC#N
**HOMO-LUMO gap**: 11.570 eV

=====

The following is a quantum chemistry calculation of the molecule C6H6FN3 in a non-equilibrium geometry, from OMol25.

Structure (ORCA input):
```
! RIJCOSX wB97M-V def2-TZVPD def2/J DEFGRID3
* xyz 0 3
C 2.37 -0.60 0.38
C 1.08 -0.14 0.21
C 0.04 -0.95 -0.16
C 0.56 1.09 0.21
C 0.11 -2.45 -0.18
C -1.61 2.16 -0.21
N 3.36 -1.02 0.75
N -1.08 -0.29 -0.42
N -0.76 1.00 -0.12
F 1.09 2.26 0.52
H -0.19 -2.75 0.78
H -0.48 -2.85 -0.95
H 1.09 -2.78 -0.18
H -1.46 2.72 0.71
H -1.42 2.88 -0.99
H -2.70 1.70 -0.34
*
```

Computed properties:
**LUMO level (alpha / beta)**: 0.32 / -3.72 eV
**<S²>**: 2.015
**HOMO-LUMO gap (alpha / beta)**: 4.148 / 5.470 eV

=====

The following is a quantum chemistry calculation of a structure of composition C6H6GaO5 in a non-equilibrium geometry, from OMol25.

Structure (ORCA input):
```
! RIJCOSX wB97M-V def2-TZVPD def2/J DEFGRID3
* xyz 3 1
Ga -0.35 -0.86 -1.19
O -0.25 2.70 -2.96
C -0.24 1.57 -2.83
C 1.39 -1.83 -0.48
O 2.41 -2.18 -0.06
C -2.03 -1.80 -0.45
O -3.06 -2.10 0.01
C -0.31 -1.74 -3.10
O -0.27 -2.36 -4.07
C 0.41 0.54 2.47
C 0.66 1.31 1.20
O -0.43 1.09 0.25
H -0.54 0.82 2.93
H 1.22 0.79 3.17
H 0.36 -0.55 2.34
H 0.76 2.38 1.39
H 1.56 0.95 0.71
H -1.28 1.25 0.70
*
```

Computed properties:
**LUMO level**: -16.37 eV
**Energy relative to the best compared isomer or geometry (same formula, charge and spin)**: 11.9 kcal per mole
**HOMO-LUMO gap**: 6.782 eV

=====

The following is a quantum chemistry calculation of the ion C6H6IN2 with charge +1 in a non-equilibrium geometry, from OMol25.

Structure (ORCA input):
```
! RIJCOSX wB97M-V def2-TZVPD def2/J DEFGRID3
* xyz 1 1
C 0.81 -1.17 -0.14
C -0.47 -1.45 -0.04
C 1.78 1.07 0.02
C -2.20 0.37 -0.18
C -1.79 -2.23 0.08
C 2.26 2.40 0.07
N 1.28 0.01 -0.15
N -1.65 -0.77 -0.05
I -4.27 0.37 0.07
H 1.61 -1.92 -0.20
H -2.31 -2.81 -0.73
H -2.09 -2.46 1.13
H 2.87 2.80 0.89
H 2.79 2.58 -0.89
H 1.38 3.21 0.12
*
```

Computed properties:
**LUMO level**: -5.08 eV
**Energy relative to the best compared isomer or geometry (same formula, charge and spin)**: 85.6 kcal per mole
**HOMO-LUMO gap**: 6.586 eV

=====

The following is a quantum chemistry calculation of a cluster of 2 separate species, C6H6INO in total in a non-equilibrium geometry, from OMol25.

Structure (ORCA input):
```
! RIJCOSX wB97M-V def2-TZVPD def2/J DEFGRID3
* xyz 0 1
C 0.27 0.82 -1.30
C 0.60 -0.44 -0.56
C 0.11 1.80 -0.42
C 0.55 -0.10 0.78
C 0.01 1.99 2.00
C -3.14 0.88 0.59
N 0.32 1.31 0.88
O -0.09 3.15 2.29
I -4.57 -0.07 -0.57
H -0.02 1.00 -2.32
H 0.76 -1.41 -0.97
H 0.04 2.91 -0.47
H 0.86 -0.60 1.64
H -2.17 0.80 0.32
H -3.55 1.92 0.95
*
```

Computed properties:
**LUMO level (alpha / beta)**: -0.51 / -0.32 eV
**Energy relative to the best compared isomer or geometry (same formula, charge and spin)**: 78.2 kcal per mole
**HOMO-LUMO gap (alpha / beta)**: 8.075 / 8.172 eV

=====

The following is a quantum chemistry calculation of a cluster of 2 separate species, C6H6INOS in total in a non-equilibrium geometry, from OMol25.

Structure (ORCA input):
```
! RIJCOSX wB97M-V def2-TZVPD def2/J DEFGRID3
* xyz 0 1
O 1.96 0.13 0.24
C 1.20 -0.75 0.06
C 0.96 -1.43 -1.30
S -0.18 -2.86 -0.90
C -0.21 -2.32 0.74
N 0.52 -1.33 1.11
H 0.32 -0.69 -1.84
H 1.81 -1.64 -1.89
H -0.77 -2.98 1.44
C 0.38 2.77 0.36
C -0.75 2.13 0.46
C -1.88 1.50 0.63
I -2.61 -0.03 -0.68
H 0.68 3.47 -0.45
H 1.35 2.38 0.71
H -2.78 1.64 1.31
*
```

Computed properties:
**LUMO level**: -0.09 eV
**Structure (SMILES)**: O=C1CSC=N1.C=C=CI
**Energy relative to the best compared isomer or geometry (same formula, charge and spin)**: 9.8 kcal per mole
**HOMO-LUMO gap**: 8.907 eV

=====

The following is a quantum chemistry calculation of a structure of composition C6H6LiO6 in a non-equilibrium geometry, from OMol25.

Structure (ORCA input):
```
! RIJCOSX wB97M-V def2-TZVPD def2/J DEFGRID3
* xyz -1 1
Li -7.44 1.22 4.73
C -9.12 -2.01 3.12
C -9.73 -3.05 3.81
C -9.86 -2.97 5.32
O -10.49 -3.84 6.01
C -9.45 -1.91 6.00
C -8.80 -0.81 5.39
C -8.64 -0.81 3.82
O -8.13 0.18 3.29
O -8.42 0.17 5.99
O -10.09 -4.04 3.06
H -9.01 -1.98 2.04
H -9.66 -1.77 7.05
O -5.36 1.39 5.23
H -4.75 2.04 5.57
H -4.90 0.56 5.32
O -8.23 3.09 4.91
H -7.79 3.51 5.65
H -8.88 3.72 4.62
*
```

Computed properties:
**LUMO level**: 1.54 eV
**HOMO-LUMO gap**: 4.487 eV

=====

The following is a quantum chemistry calculation of a structure of composition C6H6LiO6Tl in a non-equilibrium geometry, from OMol25.

Structure (ORCA input):
```
! RIJCOSX wB97M-V def2-TZVPD def2/J DEFGRID3
* xyz 0 1
O 3.55 -0.07 0.94
C 2.36 0.05 0.60
O 1.52 -0.90 0.74
O 1.99 1.20 0.03
C 0.74 1.27 -0.64
C 0.05 2.59 -0.56
H 0.54 -0.29 -1.74
H -0.44 2.97 -1.46
H 0.52 3.33 0.08
O 0.78 0.63 -1.86
C -0.55 1.36 0.15
O -0.58 1.27 1.49
Tl 3.62 -2.26 1.65
Li -0.15 -0.51 1.65
C -2.83 -2.25 -0.17
O -1.48 -2.83 -0.18
H -3.56 -2.83 0.40
H -3.14 -1.82 -1.13
C -1.61 -1.74 0.48
H -1.35 0.85 -0.46
*
```

Computed properties:
**LUMO level**: -0.76 eV
**Energy relative to the best compared isomer or geometry (same formula, charge and spin)**: 0.0 kcal per mole
**HOMO-LUMO gap**: 6.263 eV

=====

The following is a quantum chemistry calculation of the ion C6H6N with charge +1 in a non-equilibrium geometry, from OMol25.

Structure (ORCA input):
```
! RIJCOSX wB97M-V def2-TZVPD def2/J DEFGRID3
* xyz 1 1
C -1.81 -1.87 -1.11
C -0.65 -1.99 -1.22
C 0.85 -1.79 -1.20
C 0.93 -0.54 -0.50
N 0.59 0.49 -0.10
C -0.01 1.50 0.53
C 0.18 1.87 1.77
H -2.87 -1.84 -0.84
H 1.43 -2.54 -0.86
H 1.23 -1.62 -2.28
H -0.75 1.91 -0.05
H 1.13 1.55 2.32
H -0.28 2.79 2.03
*
```

Computed properties:
**LUMO level**: -5.12 eV
**Structure (SMILES)**: C#CCC#[N+]C=C
**Energy relative to the best compared isomer or geometry (same formula, charge and spin)**: 52.1 kcal per mole
**HOMO-LUMO gap**: 9.894 eV

=====

The following is a quantum chemistry calculation of a structure of composition C6H6N in a non-equilibrium geometry, from OMol25.

Structure (ORCA input):
```
! RIJCOSX wB97M-V def2-TZVPD def2/J DEFGRID3
* xyz 1 1
C 2.29 -1.67 -0.58
C 1.37 -0.73 -0.90
C -1.56 -0.04 0.60
C -1.41 1.44 0.46
C 0.68 0.41 -0.71
C 2.36 -1.27 0.74
N -0.56 0.49 -0.20
H 2.60 -2.51 -1.09
H -1.54 -0.58 1.58
H -2.31 -0.68 0.05
H -2.10 2.07 -0.17
H -0.93 1.80 1.32
H 1.11 1.26 -1.10
*
```

Computed properties:
**LUMO level**: -6.19 eV
**Energy relative to the best compared isomer or geometry (same formula, charge and spin)**: 129.7 kcal per mole
**HOMO-LUMO gap**: 8.036 eV

=====

The following is a quantum chemistry calculation of the ion C6H6N with charge +1 in a non-equilibrium geometry, from OMol25.

Structure (ORCA input):
```
! RIJCOSX wB97M-V def2-TZVPD def2/J DEFGRID3
* xyz 1 3
C -0.21 -0.48 2.03
C -0.32 0.72 1.25
C 0.71 -1.02 -1.62
C -0.12 1.40 -1.37
C -0.20 -1.43 2.78
C -0.05 0.75 -0.04
N 0.30 0.07 -1.14
H -0.03 -2.17 3.44
H -1.03 1.57 1.58
H 0.96 -1.19 -2.68
H 0.73 -1.85 -0.81
H -1.24 1.48 -1.56
H 0.50 2.15 -1.84
*
```

Computed properties:
**LUMO level (alpha / beta)**: -3.50 / -8.14 eV
**<S²>**: 2.028
**Energy relative to the best compared isomer or geometry (same formula, charge and spin)**: 38.5 kcal per mole
**HOMO-LUMO gap (alpha / beta)**: 7.992 / 7.563 eV

=====

The following is a quantum chemistry calculation of the molecule C6H6N2 in a non-equilibrium geometry, from OMol25.

Structure (ORCA input):
```
! RIJCOSX wB97M-V def2-TZVPD def2/J DEFGRID3
* xyz 0 1
C 0.55 -1.15 0.18
C -0.78 0.98 -0.23
C 1.71 -0.45 -0.15
C 0.37 1.64 -0.41
C -0.81 -0.45 0.32
C 1.69 1.01 -0.37
N 3.74 2.40 -0.29
N 2.80 1.74 -0.34
H 0.45 -2.23 0.52
H -1.71 1.61 -0.16
H 2.74 -0.90 -0.12
H 0.40 2.58 -0.84
H -1.51 -0.95 -0.29
H -1.29 -0.49 1.24
*
```

Computed properties:
**LUMO level**: 0.80 eV
**Energy relative to the best compared isomer or geometry (same formula, charge and spin)**: 58.9 kcal per mole
**HOMO-LUMO gap**: 8.124 eV

=====

The following is a quantum chemistry calculation of the molecule C6H6N2 in a non-equilibrium geometry, from OMol25.

Structure (ORCA input):
```
! RIJCOSX wB97M-V def2-TZVPD def2/J DEFGRID3
* xyz 0 1
C -0.41 1.33 -0.05
C 0.10 -0.03 0.06
C 0.12 -1.02 -0.88
C 0.63 -2.21 -0.31
C 1.19 -1.86 0.90
C 1.97 -2.75 1.69
N 2.72 -3.41 2.25
N 0.77 -0.53 1.12
H -1.40 1.58 0.45
H -0.60 1.78 -1.03
H 0.26 2.05 0.54
H -0.32 -0.95 -1.77
H 0.88 -3.09 -0.70
H 0.88 0.06 1.95
*
```

Computed properties:
**LUMO level**: 0.68 eV
**Structure (SMILES)**: Cc1ccc(C#N)[nH]1
**Energy relative to the best compared isomer or geometry (same formula, charge and spin)**: 11.0 kcal per mole
**HOMO-LUMO gap**: 9.320 eV

=====

The following is a quantum chemistry calculation of the molecule C6H6N2O in a non-equilibrium geometry, from OMol25.

Structure (ORCA input):
```
! RIJCOSX wB97M-V def2-TZVPD def2/J DEFGRID3
* xyz 0 1
N -2.61 -1.53 -0.40
C -1.68 -0.78 -0.17
C -0.41 -0.04 0.24
C 0.40 -0.69 1.25
O 1.87 -0.78 0.51
N 1.67 -1.17 -0.71
C 1.01 -0.28 -1.48
C 0.40 0.78 -0.69
C -0.86 1.38 0.10
H 0.68 0.01 2.13
H -0.02 -1.56 1.64
H 0.34 -0.52 -2.61
H 1.43 1.31 -0.33
H -0.40 2.09 0.84
H -1.82 1.77 -0.32
*
```

Computed properties:
**LUMO level**: 0.57 eV
**Structure (SMILES)**: N#C[C@@]12CON=C[C@H]1C2
**Energy relative to the best compared isomer or geometry (same formula, charge and spin)**: 186.1 kcal per mole
**HOMO-LUMO gap**: 9.884 eV

=====

| no. | E (eV) |
| --- | --- |
| 1 | -28840.6747 |
| 2 | -23442.7118 |
| 3 | -13499.5734 |
| 4 | -68894.2418 |
| 5 | -17386.8125 |
| 6 | -17952.7182 |
| 7 | -28789.8725 |
| 8 | -18811.3394 |
| 9 | -23500.0182 |
| 10 | -7797.4845 |
| 11 | -7794.1189 |
| 12 | -7794.1703 |
| 13 | -9296.1911 |
| 14 | -9298.2654 |
| 15 | -11338.3626 |